{"formula": "C24H36F6MnO18P", "method": "wB97M-V/def2-TZVPD", "species": ["Mn", "P", "F", "F", "F", "F", "F", "F", "C", "C", "C", "O", "C", "O", "O", "H", "H", "H", "H", "H", "H", "C", "C", "C", "O", "C", "O", "O", "H", "H", "H", "H", "H", "H", "C", "C", "C", "O", "C", "O", "O", "H", "H", "H", "H", "H", "H", "C", "C", "C", "O", "C", "O", "O", "H", "H", "H", "H", "H", "H", "C", "C", "C", "O", "C", "O", "O", "H", "H", "H", "H", "H", "H", "C", "C", "C", "O", "C", "O", "O", "H", "H", "H", "H", "H", "H"], "coordinates": [[-0.291, 0.520, 0.838], [-0.028, 1.867, 3.583], [0.260, 1.254, 5.012], [-0.298, 0.357, 2.977], [-1.573, 2.075, 3.904], [-0.334, 2.383, 2.011], [0.320, 3.358, 4.059], [1.525, 1.682, 3.142], [-1.621, -1.526, -4.991], [-0.344, -1.756, -4.217], [0.858, -0.843, -4.544], [1.255, -0.304, -3.284], [0.381, -0.680, -2.329], [0.506, -0.362, -1.187], [-0.614, -1.402, -2.834], [-1.472, -1.752, -6.051], [-1.979, -0.505, -4.902], [-2.354, -2.254, -4.640], [-0.036, -2.801, -4.254], [0.578, -0.054, -5.240], [1.698, -1.415, -4.930], [-2.442, 5.619, -1.456], [-3.131, 4.295, -1.711], [-2.771, 3.597, -3.035], [-1.996, 2.456, -2.628], [-2.016, 2.351, -1.298], [-1.503, 1.453, -0.701], [-2.680, 3.349, -0.723], [-2.881, 6.435, -2.030], [-1.393, 5.582, -1.770], [-2.481, 5.840, -0.392], [-4.203, 4.445, -1.595], [-2.165, 4.232, -3.676], [-3.658, 3.235, -3.549], [3.876, 5.379, -1.548], [3.964, 3.915, -1.134], [4.184, 3.683, 0.364], [3.173, 2.749, 0.723], [2.314, 2.597, -0.286], [1.327, 1.931, -0.234], [2.694, 3.281, -1.376], [4.832, 5.891, -1.432], [3.150, 5.886, -0.909], [3.584, 5.441, -2.594], [4.714, 3.438, -1.768], [4.037, 4.597, 0.942], [5.178, 3.295, 0.569], [-3.680, -0.136, 5.566], [-3.952, -0.916, 4.301], [-5.150, -0.449, 3.471], [-4.535, 0.341, 2.441], [-3.239, 0.026, 2.369], [-2.509, 0.410, 1.498], [-2.851, -0.726, 3.394], [-4.552, -0.114, 6.217], [-3.362, 0.871, 5.297], [-2.858, -0.613, 6.097], [-4.039, -1.978, 4.534], [-5.794, 0.199, 4.059], [-5.690, -1.262, 2.995], [-0.047, -5.398, -1.578], [-0.884, -4.876, -0.431], [-0.275, -5.081, 0.948], [-0.435, -3.817, 1.593], [-0.794, -2.892, 0.693], [-0.922, -1.734, 0.939], [-0.958, -3.434, -0.523], [0.310, -6.396, -1.338], [0.780, -4.697, -1.724], [-0.619, -5.370, -2.503], [-1.909, -5.234, -0.545], [0.787, -5.337, 0.896], [-0.762, -5.833, 1.565], [3.915, -4.274, -0.145], [3.542, -3.443, 1.047], [4.545, -2.356, 1.451], [3.717, -1.234, 1.757], [2.491, -1.434, 1.266], [1.614, -0.638, 1.328], [2.380, -2.647, 0.690], [4.185, -3.668, -1.012], [3.080, -4.908, -0.459], [4.742, -4.966, 0.025], [3.270, -4.054, 1.909], [5.255, -2.110, 0.665], [5.058, -2.634, 2.369]], "mulliken_charge": [3.68, 1.52, -0.42, -0.72, -0.41, -0.68, -0.38, -0.40, -1.49, 0.49, -0.50, -0.35, 0.54, -0.08, -0.30, 0.43, 0.29, 0.34, 0.26, 0.30, 0.32, -1.41, 0.38, -0.52, -0.34, 0.18, -0.44, -0.33, 0.40, 0.32, 0.35, 0.33, 0.34, 0.31, -1.50, 0.46, -0.57, -0.30, 0.26, 0.16, -0.32, 0.40, 0.36, 0.34, 0.28, 0.32, 0.32, -1.26, 0.35, -0.49, -0.41, 0.10, -0.51, -0.30, 0.42, 0.28, 0.36, 0.27, 0.31, 0.30, -1.35, 0.47, -0.41, -0.29, 0.09, -0.28, -0.24, 0.36, 0.26, 0.37, 0.32, 0.09, 0.35, -1.37, 0.42, -0.58, -0.33, -0.31, -0.21, 0.11, 0.34, 0.23, 0.42, 0.29, 0.33, 0.32], "total_charge": 1, "lumo_energy_ev": [-1.629, -1.629], "energy_ha": -4382.23875, "homo_energy_ha": [-0.45705, -0.47772], "gap_ev": [10.808, 11.370], "mol_weight_g_mol": 812.4, "multiplicity": 6}


{"formula": "C23H68N10O11", "method": "wB97M-V/def2-TZVPD", "species": ["N", "C", "N", "O", "H", "H", "H", "H", "N", "C", "N", "O", "H", "H", "H", "H", "N", "C", "N", "O", "H", "H", "H", "H", "N", "C", "N", "O", "H", "H", "H", "H", "N", "C", "N", "O", "H", "H", "H", "H", "C", "C", "C", "O", "H", "H", "H", "H", "H", "H", "H", "H", "C", "C", "C", "O", "H", "H", "H", "H", "H", "H", "H", "H", "C", "C", "C", "O", "H", "H", "H", "H", "H", "H", "H", "H", "C", "C", "C", "O", "H", "H", "H", "H", "H", "H", "H", "H", "C", "C", "C", "O", "H", "H", "H", "H", "H", "H", "H", "H", "C", "C", "C", "O", "H", "H", "H", "H", "H", "H", "H", "H"], "coordinates": [[0.537, -4.888, -0.449], [-0.294, -4.327, -1.344], [0.093, -3.302, -2.139], [-1.485, -4.608, -1.277], [1.519, -4.991, -0.733], [-0.023, -5.690, -0.094], [-0.674, -2.706, -2.334], [0.999, -2.898, -2.001], [1.246, -1.324, -4.486], [0.799, -0.127, -5.039], [1.771, 0.840, -5.088], [-0.299, 0.011, -5.590], [0.552, -2.035, -4.388], [2.096, -1.335, -3.958], [2.615, 0.806, -4.512], [1.545, 1.695, -5.600], [3.548, 1.529, -1.586], [3.924, 0.264, -1.978], [4.437, -0.535, -0.983], [3.706, -0.197, -3.112], [2.997, 2.136, -2.193], [3.730, 1.838, -0.632], [4.366, -0.292, 0.005], [4.523, -1.521, -1.180], [-2.662, -1.392, -4.909], [-2.917, -1.682, -3.571], [-4.230, -2.179, -3.272], [-2.044, -1.381, -2.669], [-3.297, -1.627, -5.644], [-1.821, -0.880, -5.132], [-4.300, -2.589, -2.371], [-4.768, -2.602, -4.022], [-0.975, -1.243, 0.254], [0.028, -0.304, 0.148], [0.230, 0.168, -1.140], [0.631, 0.114, 1.126], [-1.362, -1.493, 1.138], [-1.527, -1.420, -0.645], [-0.102, -0.454, -1.867], [1.074, 0.691, -1.419], [4.496, 4.633, 1.748], [3.536, 3.418, 1.747], [2.252, 3.766, 1.102], [4.217, 2.332, 1.159], [4.034, 5.488, 2.253], [4.725, 4.949, 0.717], [5.420, 4.382, 2.268], [3.395, 3.213, 2.810], [1.877, 4.699, 1.574], [1.547, 2.954, 1.123], [2.362, 4.009, 0.060], [3.739, 1.561, 1.513], [-0.462, -2.842, 5.281], [-0.379, -1.327, 5.340], [-1.210, -0.680, 4.219], [-0.818, -0.904, 6.610], [-1.423, -3.246, 5.558], [0.281, -3.367, 5.906], [-0.197, -3.192, 4.261], [0.647, -0.967, 5.137], [-1.182, 0.436, 4.278], [-2.244, -0.982, 4.248], [-0.780, -1.023, 3.284], [-1.151, -0.001, 6.560], [2.664, -2.347, 2.729], [3.325, -0.966, 2.956], [4.809, -1.006, 3.354], [3.289, -0.199, 1.718], [1.616, -2.146, 2.503], [2.680, -2.911, 3.646], [3.198, -2.833, 1.910], [2.790, -0.517, 3.781], [5.391, -1.579, 2.568], [5.047, -1.360, 4.341], [5.188, 0.042, 3.309], [2.374, -0.245, 1.372], [-2.292, 2.416, -0.028], [-3.695, 1.880, 0.401], [-3.904, 1.972, 1.876], [-4.630, 2.612, -0.329], [-2.180, 2.148, -1.077], [-1.516, 1.904, 0.482], [-2.202, 3.528, 0.037], [-3.734, 0.859, 0.024], [-3.969, 2.993, 2.233], [-3.106, 1.548, 2.469], [-4.857, 1.522, 2.131], [-4.493, 2.484, -1.276], [-5.939, -3.034, 1.154], [-4.372, -3.192, 1.067], [-3.929, -4.227, 2.076], [-3.982, -3.328, -0.266], [-6.465, -3.952, 1.196], [-6.300, -2.450, 0.292], [-6.265, -2.494, 2.068], [-4.063, -2.207, 1.441], [-2.865, -4.354, 2.063], [-4.472, -5.157, 2.037], [-4.166, -3.852, 3.085], [-3.139, -3.788, -0.376], [-0.275, 3.536, -3.246], [1.045, 4.295, -3.579], [0.762, 5.863, -3.789], [2.073, 4.016, -2.737], [-0.733, 3.869, -2.312], [0.003, 2.501, -3.159], [-1.018, 3.669, -4.032], [1.381, 3.861, -4.546], [1.663, 6.485, -3.980], [0.094, 6.311, -3.055], [0.243, 6.059, -4.733], [2.058, 4.391, -1.870]], "mulliken_charge": [-0.43, 0.59, -0.03, -0.79, 0.23, 0.28, -0.18, 0.19, -0.29, 0.54, -0.29, -0.84, 0.22, 0.29, 0.21, 0.19, 0.01, 0.64, -0.33, -0.83, 0.08, 0.23, 0.05, 0.25, -0.25, 0.18, -0.38, -0.44, 0.18, 0.29, 0.22, 0.23, 0.59, 0.17, 0.75, -0.92, 0.01, -0.20, 0.01, -0.36, -1.64, 0.99, -0.30, -0.73, 0.42, 0.32, 0.39, 0.32, 0.49, 0.16, -0.54, 0.19, -1.26, 0.93, -0.77, -0.58, 0.36, 0.33, 0.25, -0.11, 0.42, 0.49, -0.46, 0.34, -1.08, 0.64, -1.53, 0.01, 0.15, 0.44, 0.30, 0.08, 0.28, 0.45, 0.33, 0.13, -0.72, 0.94, -1.42, -0.62, 0.24, -0.12, 0.45, -0.05, 0.43, 0.14, 0.39, 0.35, -1.58, 1.08, -1.42, -0.43, 0.40, 0.35, 0.38, -0.12, 0.37, 0.37, 0.40, 0.23, -0.94, 0.64, -1.52, -0.51, 0.30, -0.01, 0.48, -0.01, 0.36, 0.36, 0.44, 0.08], "smiles": "NC(N)=O.NC(N)=O.NC(N)=O.NC(N)=O.NC(N)=O.CC(C)O.CC(C)O.CC(C)O.CC(C)O.CC(C)O.CC(C)O", "lumo_energy_ev": 0.303, "energy_ha": -2292.54475, "homo_energy_ha": -0.35822, "gap_ev": 10.050, "mol_weight_g_mol": 660.9}


{"formula": "C2H5N2O2S", "method": "wB97M-V/def2-TZVPD", "species": ["C", "C", "N", "N", "O", "O", "S", "H", "H", "H", "H", "H"], "coordinates": [[-1.392, -0.353, 0.184], [-2.173, 0.616, 0.025], [-0.556, -1.338, 0.361], [1.564, 1.227, -0.199], [0.673, -1.158, 0.386], [-0.991, -2.556, 0.261], [-2.941, 1.963, -0.306], [0.792, 1.976, 0.003], [1.291, 1.004, -1.258], [1.464, 0.278, 0.246], [2.525, 1.577, -0.124], [-0.257, -3.237, 0.421]], "mulliken_charge": [0.29, -0.06, 0.74, -0.55, -0.77, -0.37, -0.23, 0.39, 0.43, 0.36, 0.38, 0.39], "total_charge": 1, "lumo_energy_ev": [-5.681, -5.715], "energy_ha": -736.92473, "homo_energy_ha": [-0.47084, -0.47023], "gap_ev": [7.131, 7.081], "mol_weight_g_mol": 121.1}


{"formula": "C5H6N", "method": "wB97M-V/def2-TZVPD", "species": ["C", "C", "C", "C", "C", "N", "H", "H", "H", "H", "H", "H"], "coordinates": [[-0.067, -1.826, 1.331], [0.000, -0.923, 0.489], [0.489, 2.115, -1.415], [1.278, 0.000, -0.581], [-1.305, -0.886, 1.106], [0.940, 1.078, -0.976], [0.021, -2.768, 1.824], [-0.213, 1.993, -2.211], [0.654, 3.173, -0.899], [2.050, -0.679, -1.114], [-2.182, -1.333, 0.671], [-1.663, 0.056, 1.776]], "mulliken_charge": [-0.05, -0.02, -0.21, -0.16, -0.54, 0.18, 0.41, 0.31, 0.28, 0.34, 0.24, 0.21], "total_charge": 1, "lumo_energy_ev": -5.233, "energy_ha": -248.37303, "homo_energy_ha": -0.50901, "gap_ev": 8.618, "mol_weight_g_mol": 80.1}


{"formula": "C5H11N", "method": "wB97M-V/def2-TZVPD", "species": ["C", "C", "C", "C", "C", "N", "H", "H", "H", "H", "H", "H", "H", "H", "H", "H", "H"], "coordinates": [[-1.733, -0.300, 2.527], [1.120, -1.266, -2.114], [0.861, 0.049, -1.676], [1.022, 1.199, -2.453], [0.506, 0.218, -0.133], [-0.694, 0.675, 2.391], [-2.468, 0.098, 1.866], [-2.291, -0.278, 3.490], [1.499, -1.481, -3.031], [0.655, -2.247, -1.569], [0.796, 2.278, -2.294], [1.194, 0.917, -3.530], [0.132, 1.180, 0.133], [1.408, 0.081, 0.525], [-0.244, -0.534, 0.158], [-0.227, 0.821, 3.299], [-1.535, -1.410, 2.412]], "mulliken_charge": [-0.75, -0.89, 0.88, -0.76, -1.01, -0.48, 0.29, 0.34, 0.40, 0.21, 0.32, 0.22, 0.41, 0.28, 0.15, 0.15, 0.22], "lumo_energy_ev": -3.117, "energy_ha": -251.56760, "homo_energy_ha": -0.21736, "gap_ev": 2.798, "mol_weight_g_mol": 85.1}


{"formula": "CH3PS", "method": "wB97M-V/def2-TZVPD", "species": ["C", "P", "S", "H", "H", "H"], "coordinates": [[0.172, -0.450, -0.040], [-0.355, 1.289, -0.003], [-1.519, -0.610, 0.000], [1.384, -0.673, -1.798], [0.758, -1.226, 0.410], [-0.441, 1.670, 1.430]], "mulliken_charge": [-0.41, -0.02, -0.15, 0.05, 0.48, 0.05], "lumo_energy_ev": [-0.176, -1.353], "energy_ha": -779.22604, "homo_energy_ha": [-0.26532, -0.35072], "gap_ev": [7.043, 8.191], "mol_weight_g_mol": 78.1, "multiplicity": 3}


{"formula": "C4H8O", "method": "wB97M-V/def2-TZVPD", "species": ["C", "C", "C", "C", "O", "H", "H", "H", "H", "H", "H", "H", "H"], "coordinates": [[0.709, -0.262, -0.231], [-0.410, -0.430, -0.773], [1.975, -0.156, -1.082], [-2.435, 0.373, 1.192], [-1.855, 1.502, 1.722], [0.796, 0.179, 0.699], [-0.965, -0.848, -1.564], [2.670, -0.936, -0.608], [1.897, -0.307, -2.168], [2.302, 0.949, -0.944], [-2.428, -0.627, 1.650], [-2.823, 0.829, 0.240], [-1.441, 1.448, 2.520]], "mulliken_charge": [0.02, -0.64, -0.82, -0.51, -0.42, 0.32, 0.33, 0.23, 0.31, 0.22, 0.36, 0.30, 0.29], "lumo_energy_ev": [0.751, 0.940], "energy_ha": -232.22028, "homo_energy_ha": [-0.26296, -0.28251], "gap_ev": [7.906, 8.628], "mol_weight_g_mol": 72.1}